(1)
C3H7N3O | ωB97M-V/def2-TZVPD

Last column: Löwdin charge in e.
CARTESIAN COORDINATES (ANGSTROEM)
C  -0.795  0.197  -0.630  -0.26
C  0.576  0.360  -0.357  -0.17
N  -1.535  -0.782  -0.044  0.10
C  1.879  0.370  -0.463  0.06
O  -0.018  -0.223  -2.295  -0.21
N  0.349  0.870  1.558  -0.03
N  -0.293  0.104  2.242  -0.06
H  0.018  -1.189  -2.257  0.02
H  -1.326  1.084  -0.960  0.15
H  -2.453  -0.498  0.268  0.10
H  -1.065  -1.328  0.676  0.09
H  -0.176  0.286  3.267  0.06
H  2.484  0.708  0.370  0.06
H  2.356  0.042  -1.375  0.07

Output
HOMO level (alpha / beta)   -7.3 / -7.3 eV
Net charge   0
Lowest unoccupied orbital energy (alpha / beta)   0.783 / 0.783 eV
Relative energy (zero: lowest compared OMol25 entry of this formula, charge and spin)   633.8 kJ/mol


(2)
C4H11N2O2 | ωB97M-V/def2-TZVPD

Last column: Löwdin spin population.
CARTESIAN COORDINATES (ANGSTROEM)
C  -0.879  -1.178  -0.633  0.03
C  -1.636  -0.185  -1.120  0.15
N  -1.590  1.160  -0.579  0.19
N  -0.939  -2.520  -1.062  0.00
H  -0.241  -0.991  0.239  0.01
H  -2.333  -0.292  -1.990  0.03
H  -2.503  1.480  -0.212  0.17
H  -0.894  1.236  0.160  0.04
H  -1.304  1.841  -1.279  0.17
H  -1.501  -2.682  -1.868  0.00
H  -0.032  -2.967  -1.141  0.00
O  1.697  -0.279  2.582  0.01
C  1.516  0.472  1.656  0.02
O  0.226  1.052  1.465  0.10
C  2.470  0.735  0.513  0.03
H  -0.122  0.801  2.351  0.02
H  1.922  1.191  -0.347  0.03
H  2.905  -0.262  0.315  0.00
H  3.236  1.389  0.951  0.00

Output
HOMO level (alpha / beta)   -3.2 / -9.4 eV
2S+1   2
Net charge   0
Expectation value of S²   0.75
Lowest unoccupied orbital energy (alpha / beta)   0.487 / 0.451 eV
Relative energy (zero: lowest compared OMol25 entry of this formula, charge and spin)   240.8 kJ/mol


(3)
C21H29N3O4 | ωB97M-V/def2-TZVPD

Last column: Löwdin charge in e.
CARTESIAN COORDINATES (ANGSTROEM)
C  -5.736  -2.092  -2.010  -0.09
H  -5.471  -3.140  -1.832  0.10
O  -5.529  -1.305  -0.863  -0.08
C  -4.270  -1.219  -0.350  -0.26
C  -4.138  -0.438  0.797  0.04
C  -2.911  -0.274  1.413  -0.24
C  -1.792  -0.900  0.873  -0.06
C  -1.918  -1.674  -0.264  -0.08
C  -3.146  -1.838  -0.884  -0.02
H  -3.211  -2.447  -1.772  0.10
H  -1.052  -2.164  -0.685  0.10
H  -0.826  -0.775  1.342  0.11
C  -2.784  0.630  2.608  -0.13
H  -3.655  0.526  3.257  0.12
H  -1.889  0.377  3.178  0.12
C  -2.685  2.101  2.155  -0.09
C  -1.532  2.257  1.242  -0.35
N  -0.315  2.561  1.547  0.12
N  0.402  2.501  0.405  0.08
C  -0.408  2.161  -0.545  -0.33
O  -1.663  1.998  -0.081  0.14
C  -0.087  1.909  -1.970  -0.08
H  -1.033  1.853  -2.511  0.13
H  0.500  2.740  -2.365  0.13
C  0.685  0.592  -2.155  -0.07
C  2.206  0.681  -2.020  -0.51
O  2.927  0.006  -2.730  0.04
N  2.655  1.561  -1.111  0.07
H  2.003  1.957  -0.440  0.09
C  4.048  1.615  -0.738  -0.17
C  4.329  0.806  0.531  -0.11
H  5.383  0.909  0.791  0.12
H  3.722  1.194  1.351  0.13
C  3.993  -0.677  0.351  -0.35
C  4.735  -1.564  1.358  -0.15
C  4.326  -3.022  1.156  -0.20
C  2.806  -3.133  1.243  -0.17
C  2.173  -2.145  0.263  -0.21
H  1.085  -2.140  0.373  0.10
O  2.590  -0.824  0.507  -0.12
H  2.427  -2.428  -0.771  0.13
H  2.474  -4.145  1.008  0.11
H  2.479  -2.885  2.255  0.12
H  4.798  -3.659  1.907  0.11
H  4.658  -3.356  0.170  0.12
H  5.811  -1.449  1.224  0.12
H  4.472  -1.243  2.369  0.13
H  4.269  -0.995  -0.668  0.15
H  4.327  2.661  -0.579  0.12
H  4.625  1.211  -1.574  0.12
H  0.485  0.190  -3.149  0.12
H  0.340  -0.145  -1.426  0.11
H  -3.596  2.384  1.627  0.13
H  -2.538  2.749  3.019  0.12
H  -5.024  0.035  1.194  0.13
H  -6.800  -2.022  -2.228  0.09
H  -5.167  -1.714  -2.866  0.10

Output
HOMO level   -8.8 eV
Net charge   0
Lowest unoccupied orbital energy   0.685 eV
SMILES string   COc1cccc(CCc2nnc(CCC(=O)NCC[C@H]3CCCCO3)o2)c1
Relative energy (zero: lowest compared OMol25 entry of this formula, charge and spin)   204.1 kJ/mol


(4)
C7H15BrNO8S3 | ωB97M-V/def2-TZVPD

Last column: Löwdin charge in e.
CARTESIAN COORDINATES (ANGSTROEM)
C  0.131  0.756  -1.415  -0.09
C  0.318  -0.170  -0.198  -0.24
C  -0.079  0.471  1.129  -0.22
C  0.769  1.695  1.498  -0.40
C  -0.022  2.714  2.319  -0.09
S  2.305  1.181  2.340  0.55
O  2.464  -0.236  2.109  -0.34
O  2.226  1.630  3.710  -0.33
N  3.501  1.873  1.503  -0.40
S  3.895  3.364  1.710  0.17
O  5.236  3.555  2.182  -0.38
O  2.869  4.239  2.208  -0.39
Br  4.061  3.973  -0.492  0.26
H  -0.290  1.722  -1.126  0.07
H  1.077  0.955  -1.924  0.07
H  -0.548  0.313  -2.147  0.05
H  1.356  -0.500  -0.126  0.10
H  -0.285  -1.070  -0.346  0.07
H  -0.001  -0.276  1.922  0.11
H  -1.131  0.777  1.083  0.12
H  1.131  2.172  0.585  0.10
H  0.633  3.397  2.850  0.05
H  -0.652  3.299  1.643  0.08
H  -0.664  2.202  3.039  0.08
C  -3.068  -3.930  -3.109  -0.16
C  -1.691  -4.107  -2.498  -0.16
O  -1.519  -2.919  -1.718  -0.20
S  -2.912  -2.457  -1.092  0.59
O  -3.048  -2.951  0.229  -0.21
O  -3.103  -1.086  -1.388  -0.21
O  -3.840  -3.353  -2.048  -0.19
H  -3.050  -3.242  -3.956  0.13
H  -3.533  -4.869  -3.396  0.13
H  -0.894  -4.143  -3.235  0.14
H  -1.642  -4.980  -1.844  0.13

Output
HOMO level   -6.1 eV
Net charge   -1
Lowest unoccupied orbital energy   1.864 eV


(5)
C11H5IN4S6SbSm | ωB97M-V/def2-TZVPD

Last column: Löwdin spin population.
CARTESIAN COORDINATES (ANGSTROEM)
Sm  -0.828  1.191  -0.106  5.09
S  -0.019  2.012  2.342  -0.02
C  1.037  0.533  2.207  0.00
C  1.137  -0.311  3.328  0.00
C  1.896  -1.512  3.329  0.00
C  1.845  -2.420  4.469  0.00
N  1.789  -3.097  5.413  0.00
C  2.854  -1.657  2.361  0.00
C  2.796  -0.776  1.172  0.00
C  1.875  0.329  1.090  0.00
S  2.012  1.389  -0.297  -0.01
C  3.836  -2.660  2.285  0.00
N  4.661  -3.486  2.194  0.00
H  0.720  -0.034  4.252  0.00
H  3.454  -0.956  0.339  0.00
S  -4.962  0.101  -1.974  0.00
Sb  -4.109  0.438  0.197  0.00
S  -2.233  -1.003  0.530  -0.02
S  -3.122  2.596  0.541  -0.03
S  -5.649  0.016  1.829  0.00
I  0.588  0.805  -6.348  0.00
C  -0.467  1.088  -4.650  0.00
C  -1.851  0.838  -4.419  0.00
N  -2.023  0.917  -3.117  0.00
N  -0.910  1.329  -2.461  -0.01
C  0.058  1.478  -3.424  0.00
H  -2.554  0.482  -5.174  0.00
H  -2.909  0.738  -2.622  0.00
H  1.079  1.633  -3.284  0.00

Output
HOMO level (alpha / beta)   -2.3 / -2.3 eV
2S+1   6
Net charge   -2
Expectation value of S²   8.77
Lowest unoccupied orbital energy (alpha / beta)   3.109 / 3.109 eV
Relative energy (zero: lowest compared OMol25 entry of this formula, charge and spin)   0.0 kJ/mol


Short version: strongest force on any atom = 4.60; 3.02; 1.40; 0.44; 4.64 eV/A, in the order given.
Short version: total energy = -357.80846; -418.86471; -1282.85475; -4701.02335; -4226.46524 Eh, in the order given.